# C36H50IrN5O5P2S3

A structure of composition C36H50IrN5O5P2S3 (ωB97M-V/def2-TZVPD, the Open Molecules 2025 dataset).

Last column: Löwdin charge in e.
Positions of all 102 atoms, in Å:
Ir -0.622 0.256 -2.206  0.62
C -3.084 2.626 -2.384  -0.25
P -2.913 0.813 -2.219  0.68
C -4.307 0.449 -1.094  -0.26
C -3.550 0.258 -3.853  -0.40
C -2.454 0.489 -4.908  -0.39
P -0.957 -0.398 -4.308  0.57
C 0.308 -0.158 -5.583  -0.25
C -1.496 -2.121 -4.591  -0.27
H -4.031 2.864 -2.871  0.06
H -2.270 3.048 -2.972  0.03
H -3.078 3.097 -1.400  0.04
H -5.241 0.896 -1.443  0.05
H -4.089 0.839 -0.098  0.04
H -4.441 -0.630 -1.017  0.04
H -4.479 0.775 -4.098  0.09
H -3.779 -0.808 -3.782  0.07
H -2.229 1.553 -5.017  0.08
H -2.751 0.113 -5.888  0.09
H -0.058 -0.437 -6.573  0.06
H 1.172 -0.775 -5.335  0.04
H 0.621 0.886 -5.593  0.04
H -2.019 -2.191 -5.546  0.06
H -2.157 -2.460 -3.793  0.04
H -0.622 -2.766 -4.601  0.00
S -1.319 5.834 1.706  1.01
C -0.923 4.350 0.799  -0.53
C -0.318 4.422 -0.469  -0.03
C -0.092 3.224 -1.195  -0.17
N -0.329 2.029 -0.751  -0.06
C -0.761 1.860 0.644  -0.26
C -1.196 3.123 1.321  0.00
C 0.079 5.778 2.815  -0.52
C -0.051 5.239 4.086  -0.08
C 1.077 5.173 4.893  -0.14
N 2.280 5.594 4.511  0.07
C 2.385 6.136 3.300  -0.14
C 1.320 6.257 2.419  -0.08
H -0.070 5.374 -0.917  0.11
H 0.281 3.297 -2.212  0.12
H -1.616 1.170 0.591  0.12
H -1.682 3.031 2.285  0.13
H -1.006 4.876 4.442  0.11
H 1.007 4.755 5.891  0.11
H 3.369 6.487 3.011  0.12
H 1.462 6.708 1.446  0.11
C 2.410 -7.415 0.641  -0.10
C 2.321 -6.158 -0.212  -0.23
C 1.288 -5.186 0.340  -0.16
N 1.269 -3.923 -0.399  0.05
C 0.737 -3.686 -1.589  -0.81
S 1.221 -2.398 -2.546  0.69
N -0.237 -4.577 -2.043  0.11
C -1.326 -5.109 -1.351  -0.43
O -1.849 -6.130 -1.723  0.12
C -1.891 -4.283 -0.237  -0.15
C -1.924 -2.897 -0.324  -0.03
C -2.581 -2.164 0.652  -0.10
C -3.177 -2.806 1.728  -0.06
C -3.133 -4.192 1.820  -0.05
C -2.507 -4.931 0.828  -0.01
H 3.117 -8.128 0.218  0.08
H 1.441 -7.915 0.710  0.08
H 2.739 -7.183 1.655  0.08
H 2.049 -6.416 -1.239  0.11
H 3.291 -5.657 -0.261  0.12
H 1.508 -4.933 1.378  0.14
H 0.301 -5.643 0.346  0.10
H 1.976 -3.247 -0.127  0.08
H -0.160 -4.860 -3.008  0.15
H -1.455 -2.383 -1.158  0.07
H -2.634 -1.086 0.552  0.07
H -3.694 -2.232 2.487  0.11
H -3.604 -4.696 2.652  0.11
H -2.502 -6.013 0.862  0.13
O 2.534 0.381 1.728  -0.14
S 2.047 -0.646 0.654  0.55
O 3.005 -1.689 0.569  -0.21
O 1.630 0.086 -0.502  -0.31
O 0.773 -1.255 1.350  -0.16
C 4.284 2.986 2.604  -0.08
N 3.657 2.949 1.300  -0.23
C 4.435 2.206 0.322  -0.08
C 2.231 2.777 1.249  -0.11
C 1.611 1.560 1.955  -0.32
C 1.554 1.669 3.460  0.04
C 0.883 0.691 4.165  -0.05
C 0.161 -0.297 3.522  0.04
C -0.079 -0.224 2.051  -0.22
C 0.243 1.123 1.511  -0.03
H 5.317 3.316 2.486  0.09
H 4.309 2.008 3.109  0.09
H 3.780 3.701 3.256  0.06
H 5.381 2.724 0.154  0.09
H 3.898 2.164 -0.626  0.09
H 4.665 1.179 0.631  0.08
H 1.959 2.731 0.198  0.11
H 1.738 3.653 1.689  0.12
H 2.060 2.488 3.948  0.10
H 0.936 0.686 5.246  0.12
H -0.293 -1.111 4.069  0.12
H -1.085 -0.547 1.802  0.12

Properties
Relative energy (zero: lowest compared OMol25 entry of this formula, charge and spin) in kcal/mol: 54.86
Kohn-Sham gap (alpha / beta) in eV: 6.4 / 6.1
Highest occupied orbital energy (alpha / beta) in eV: -8.784 / -10.586
Lowest unoccupied orbital energy (alpha / beta) in eV: -2.400 / -4.467
Multiplicity: 6
Charge: +1
Molar mass in g mol⁻¹: 983.2

# C21H26NO2PtS2Si

A structure of composition C21H26NO2PtS2Si (ωB97M-V/def2-TZVPD, the Open Molecules 2025 dataset).

Last column: Löwdin charge in e.
Positions of all 54 atoms, in Å:
Pt 0.078 -0.542 -0.585  0.86
S -2.250 -0.467 -1.374  0.52
C -1.620 0.411 -2.709  -1.14
N -0.342 0.493 -2.949  -0.05
C -0.065 1.294 -4.061  -0.31
C 1.200 1.563 -4.584  -0.02
C 1.314 2.377 -5.701  -0.10
C 0.183 2.925 -6.314  -0.11
C -1.083 2.656 -5.813  -0.11
C -1.193 1.839 -4.691  -0.49
S -2.618 1.327 -3.835  0.99
H 2.074 1.132 -4.109  0.10
H 2.298 2.590 -6.107  0.10
H 0.293 3.566 -7.181  0.09
H -1.968 3.071 -6.285  0.10
C 3.026 1.579 -1.110  -0.21
Si 2.355 1.381 0.620  0.33
C 2.805 2.929 1.588  -0.20
C 3.270 -0.033 1.407  -0.18
C 0.524 1.168 0.570  -0.40
H 4.119 1.698 -1.100  0.03
H 2.582 2.441 -1.628  0.03
H 2.781 0.677 -1.685  0.01
H 3.897 3.053 1.660  0.02
H 2.402 2.867 2.610  0.02
H 2.386 3.830 1.115  0.02
H 4.320 0.253 1.541  0.03
H 3.220 -0.935 0.783  0.03
H 2.860 -0.308 2.389  0.02
H 0.041 2.021 0.086  -0.01
H 0.079 1.019 1.556  -0.02
C -4.532 -1.191 3.481  -0.06
C -3.162 -1.623 3.010  -0.27
C -2.010 -1.221 3.673  -0.02
C -0.737 -1.579 3.226  -0.20
C 0.490 -1.131 3.997  -0.03
C -0.624 -2.339 2.064  -0.09
C -1.771 -2.796 1.402  -0.23
C -1.662 -3.697 0.193  -0.06
C -3.022 -2.431 1.886  -0.03
C 0.734 -2.714 1.512  -0.61
O 1.474 -3.419 2.191  0.04
O 1.015 -2.284 0.305  -0.22
H -4.493 -0.801 4.499  0.07
H -5.241 -2.022 3.460  0.07
H -4.935 -0.402 2.836  0.08
H -2.097 -0.611 4.572  0.11
H 0.219 -0.854 5.017  0.07
H 0.952 -0.258 3.526  0.06
H 1.241 -1.923 4.027  0.07
H -1.103 -4.603 0.439  0.09
H -1.135 -3.211 -0.623  0.04
H -2.653 -3.984 -0.162  0.07
H -3.913 -2.783 1.363  0.12

Properties
Relative energy (zero: lowest compared OMol25 entry of this formula, charge and spin) in kcal/mol: 5.99
Kohn-Sham gap (alpha / beta) in eV: 6.5 / 7.4
Highest occupied orbital energy (alpha / beta) in eV: -3.976 / -5.052
Lowest unoccupied orbital energy (alpha / beta) in eV: 2.514 / 2.373
Multiplicity: 3
Charge: -1
Molar mass in g mol⁻¹: 611.7